Computed, not measured: an isolated molecule of C3H10N2 at a distorted geometry, with ωB97M-V/def2-TZVPD.

The total energy is -6252.38883 eV. Its HOMO-LUMO gap is 0.3636 Ha. The LUMO energy comes out at 1.194 eV. The calculation puts the highest occupied orbital energy at -8.70 eV. Its spin multiplicity is 1.

```
15
C3H10N2 ωB97M-V/def2-TZVPD
N 2.52476 0.32653 -0.04583
C 1.31868 -0.26662 -0.63741
C 0.11096 -0.09419 0.31828
N -1.14902 0.06279 -0.43264
C -2.33764 -0.14036 0.37701
H 2.65995 1.30169 -0.26678
H 3.38450 -0.20595 -0.17171
H 1.00517 0.21296 -1.58841
H 1.46626 -1.34056 -0.82361
H 0.12342 -0.97490 0.94872
H 0.06445 0.61844 1.16646
H -1.23169 1.02955 -0.72122
H -2.48694 -1.21189 0.63875
H -2.19778 0.43403 1.30441
H -3.25510 0.24847 -0.06602
```